The following is a quantum chemistry calculation of a 17-piece molecular cluster, C72H192N14O22 overall at a distorted geometry, from the OMol25 dataset.

As for the total charge: 0. The HOMO energy is -8.0894 eV. The calculation puts the LUMO energy at 0.330 eV.

Each atom is followed by the atoms it is bonded to, with distances in Å.
Geometry (Å):
1 C 3.49 -4.05 -2.39  C2 1.576, H4 1.090, H5 1.090, H6 1.090
2 C 3.34 -4.40 -0.86  C1 1.576, O3 1.411, H7 1.090, H8 1.090
3 O 4.61 -4.46 -0.25  C2 1.411, H9 0.960
4 H 3.62 -2.97 -2.53  C1 1.090
5 H 2.62 -4.40 -2.94  C1 1.090
6 H 4.32 -4.59 -2.84  C1 1.090
7 H 2.84 -5.34 -0.61  C2 1.090
8 H 2.67 -3.66 -0.41  C2 1.090
9 H 4.53 -4.79 0.65  O3 0.960
10 C 0.98 -1.13 0.76  C11 1.497, H13 1.090, H14 1.090, H15 1.090
11 C 0.28 -1.53 -0.50  C10 1.497, O12 1.425, H16 1.090, H17 1.090
12 O 1.08 -1.23 -1.64  C11 1.425, H18 0.960
13 H 2.02 -1.45 0.79  C10 1.090
14 H 0.45 -1.56 1.61  C10 1.090
15 H 0.96 -0.07 1.00  C10 1.090
16 H -0.64 -0.97 -0.64  C11 1.090
17 H 0.15 -2.61 -0.54  C11 1.090
18 H 0.52 -1.03 -2.39  O12 0.960
19 C -0.08 3.74 2.54  C20 1.516, H22 1.090, H23 1.090, H24 1.090
20 C -0.16 2.56 1.58  C19 1.516, O21 1.416, H25 1.090, H26 1.090
21 O -1.45 2.26 1.09  C20 1.416, H27 0.960
22 H -0.35 4.62 1.95  C19 1.090
23 H 0.75 4.05 3.17  C19 1.090
24 H -0.85 3.51 3.27  C19 1.090
25 H 0.06 1.58 1.99  C20 1.090
26 H 0.54 2.85 0.80  C20 1.090
27 H -1.74 3.03 0.59  O21 0.960
28 C -1.34 -5.40 4.68  O29 1.433, H37 1.090, H38 1.090, H39 1.090
29 O -2.18 -5.15 3.54  C28 1.433, C30 1.419
30 C -3.55 -5.02 3.87  O29 1.419, C31 1.502, H40 1.090, H41 1.090
31 C -3.91 -3.76 4.60  C30 1.502, N32 1.454, H42 1.090, H43 1.090
32 N -5.10 -3.81 5.43  C31 1.454, C33 1.465, H44 1.010
33 C -5.59 -2.46 5.73  N32 1.465, C34 1.486, H45 1.090, H46 1.090
34 C -6.77 -2.50 6.63  C33 1.486, O35 1.513, H47 1.090, H48 1.090
35 O -7.92 -3.22 5.95  C34 1.513, C36 1.430
36 C -9.12 -3.33 6.72  O35 1.430, H49 1.090, H50 1.090, H51 1.090
37 H -0.37 -5.48 4.18  C28 1.090
38 H -1.45 -6.40 5.08  C28 1.090
39 H -1.30 -4.57 5.38  C28 1.090
40 H -3.82 -5.84 4.52  C30 1.090
41 H -4.10 -5.17 2.93  C30 1.090
42 H -4.10 -3.01 3.83  C31 1.090
43 H -3.07 -3.41 5.19  C31 1.090
44 H -5.89 -4.22 4.96  N32 1.010
45 H -5.92 -2.10 4.75  C33 1.090
46 H -4.79 -1.89 6.20  C33 1.090
47 H -7.01 -1.48 6.92  C34 1.090
48 H -6.48 -3.13 7.47  C34 1.090
49 H -8.97 -3.10 7.78  C36 1.090
50 H -9.75 -4.22 6.63  C36 1.090
51 H -9.69 -2.48 6.36  C36 1.090
52 C 4.03 4.69 7.73  O53 1.455, H61 1.090, H62 1.090, H63 1.090
53 O 5.03 3.71 7.36  C52 1.455, C54 1.395
54 C 6.32 4.19 7.14  O53 1.395, C55 1.565, H64 1.090, H65 1.090
55 C 7.16 2.87 7.10  C54 1.565, N56 1.424, H66 1.090, H67 1.090
56 N 6.65 1.78 6.34  C55 1.424, C57 1.464, H68 1.010
57 C 6.53 1.97 4.89  N56 1.464, C58 1.510, H69 1.090, H70 1.090
58 C 5.88 0.76 4.25  C57 1.510, O59 1.483, H71 1.090, H72 1.090
59 O 4.44 0.79 4.58  C58 1.483, C60 1.352
60 C 3.73 -0.22 4.03  O59 1.352, H73 1.090, H74 1.090, H75 1.090
61 H 4.36 5.33 8.55  C52 1.090
62 H 3.17 4.15 8.14  C52 1.090
63 H 3.58 5.24 6.90  C52 1.090
64 H 6.54 4.86 7.96  C54 1.090
65 H 6.39 4.88 6.30  C54 1.090
66 H 7.40 2.62 8.14  C55 1.090
67 H 8.15 3.05 6.67  C55 1.090
68 H 5.74 1.78 6.78  N56 1.010
69 H 7.48 2.19 4.41  C57 1.090
70 H 5.90 2.83 4.66  C57 1.090
71 H 6.34 -0.14 4.66  C58 1.090
72 H 5.87 0.75 3.16  C58 1.090
73 H 3.96 -1.16 4.55  C60 1.090
74 H 3.74 -0.35 2.95  C60 1.090
75 H 2.68 -0.08 4.27  C60 1.090
76 C -7.62 -5.09 -4.81  O77 1.393, H85 1.090, H86 1.090, H87 1.090
77 O -6.95 -4.20 -3.97  C76 1.393, C78 1.404
78 C -7.73 -3.95 -2.83  O77 1.404, C79 1.547, H88 1.090, H89 1.090
79 C -6.86 -3.03 -1.94  C78 1.547, N80 1.488, H90 1.090, H91 1.090
80 N -6.68 -1.74 -2.65  C79 1.488, C81 1.407, H92 1.010
81 C -6.35 -0.65 -1.82  N80 1.407, C82 1.574, H93 1.090, H94 1.090
82 C -7.58 -0.10 -1.01  C81 1.574, O83 1.409, H95 1.090, H96 1.090
83 O -7.41 1.17 -0.41  C82 1.409, C84 1.464
84 C -6.60 1.03 0.80  O83 1.464, H97 1.090, H98 1.090, H99 1.090
85 H -7.91 -6.05 -4.38  C76 1.090
86 H -7.03 -5.32 -5.70  C76 1.090
87 H -8.54 -4.62 -5.15  C76 1.090
88 H -7.75 -4.90 -2.30  C78 1.090
89 H -8.69 -3.47 -3.03  C78 1.090
90 H -5.86 -3.47 -1.83  C79 1.090
91 H -7.31 -2.89 -0.95  C79 1.090
92 H -6.03 -1.81 -3.42  N80 1.010
93 H -6.07 0.15 -2.50  C81 1.090
94 H -5.53 -0.99 -1.19  C81 1.090
95 H -7.90 -0.83 -0.27  C82 1.090
96 H -8.44 0.05 -1.66  C82 1.090
97 H -5.60 0.66 0.58  C84 1.090
98 H -7.11 0.34 1.48  C84 1.090
99 H -6.53 2.05 1.19  C84 1.090
100 C 0.96 7.27 -2.06  O101 1.437, H109 1.090, H110 1.090, H111 1.090
101 O 0.02 8.14 -1.42  C100 1.437, C102 1.401
102 C -0.20 7.84 -0.07  O101 1.401, C103 1.475, H112 1.090, H113 1.090
103 C 0.79 8.23 0.96  C102 1.475, N104 1.418, H114 1.090, H115 1.090
104 N 1.79 7.22 0.97  C103 1.418, C105 1.472, H116 1.010
105 C 2.59 7.23 2.21  N104 1.472, C106 1.598, H117 1.090, H118 1.090
106 C 3.66 6.06 2.05  C105 1.598, O107 1.399, H119 1.090, H120 1.090
107 O 3.22 4.78 2.37  C106 1.399, C108 1.486
108 C 4.06 3.70 1.79  O107 1.486, H121 1.090, H122 1.090, H123 1.090
109 H 1.99 7.55 -1.86  C100 1.090
110 H 0.88 7.37 -3.15  C100 1.090
111 H 0.88 6.24 -1.71  C100 1.090
112 H -0.30 6.76 0.06  C102 1.090
113 H -1.13 8.39 0.03  C102 1.090
114 H 0.35 8.28 1.95  C103 1.090
115 H 1.12 9.25 0.77  C103 1.090
116 H 1.38 6.32 1.16  N104 1.010
117 H 1.99 7.20 3.12  C105 1.090
118 H 3.02 8.22 2.30  C105 1.090
119 H 4.47 6.29 2.75  C106 1.090
120 H 4.12 6.06 1.06  C106 1.090
121 H 5.11 3.96 1.96  C108 1.090
122 H 3.98 3.51 0.72  C108 1.090
123 H 3.83 2.80 2.36  C108 1.090
124 C 2.44 8.18 -6.86  O125 1.405, H133 1.090, H134 1.090, H135 1.090
125 O 2.52 6.93 -7.50  C124 1.405, C126 1.427
126 C 3.49 6.05 -6.94  O125 1.427, C127 1.556, H136 1.090, H137 1.090
127 C 3.13 5.60 -5.49  C126 1.556, N128 1.474, H138 1.090, H139 1.090
128 N 3.90 4.38 -5.17  C127 1.474, C129 1.466, H140 1.010
129 C 4.06 4.17 -3.73  N128 1.466, C130 1.555, H141 1.090, H142 1.090
130 C 4.52 2.70 -3.49  C129 1.555, O131 1.434, H143 1.090, H144 1.090
131 O 3.40 1.81 -3.38  C130 1.434, C132 1.442
132 C 3.60 0.39 -3.26  O131 1.442, H145 1.090, H146 1.090, H147 1.090
133 H 2.05 8.98 -7.49  C124 1.090
134 H 3.44 8.40 -6.50  C124 1.090
135 H 1.79 8.07 -5.99  C124 1.090
136 H 4.46 6.55 -6.94  C126 1.090
137 H 3.36 5.22 -7.63  C126 1.090
138 H 2.08 5.34 -5.37  C127 1.090
139 H 3.31 6.35 -4.73  C127 1.090
140 H 3.59 3.53 -5.62  N128 1.010
141 H 3.11 4.26 -3.21  C129 1.090
142 H 4.89 4.71 -3.28  C129 1.090
143 H 5.01 2.66 -2.51  C130 1.090
144 H 5.33 2.55 -4.20  C130 1.090
145 H 4.01 0.22 -2.27  C132 1.090
146 H 4.15 -0.12 -4.06  C132 1.090
147 H 2.61 -0.06 -3.25  C132 1.090
148 C -1.53 4.24 -3.22  C149 1.526, H154 1.090, H155 1.090, H156 1.090
149 C -2.71 5.15 -3.53  C148 1.526, C150 1.569, N153 1.465, H157 1.090
150 C -2.50 6.68 -3.23  C149 1.569, O151 1.458, H158 1.090, H159 1.090
151 O -3.74 7.43 -3.43  C150 1.458, C152 1.397
152 C -3.66 8.80 -3.18  O151 1.397, H160 1.090, H161 1.090, H162 1.090
153 N -3.43 4.88 -4.78  C149 1.465, H163 1.010, H164 1.010
154 H -0.66 4.50 -3.82  C148 1.090
155 H -1.72 3.21 -3.53  C148 1.090
156 H -1.12 4.30 -2.21  C148 1.090
157 H -3.53 4.92 -2.86  C149 1.090
158 H -1.60 6.97 -3.77  C150 1.090
159 H -2.35 6.82 -2.16  C150 1.090
160 H -2.99 9.30 -3.88  C152 1.090
161 H -3.20 8.75 -2.20  C152 1.090
162 H -4.64 9.25 -3.35  C152 1.090
163 H -4.38 4.92 -4.42  N153 1.010
164 H -3.41 5.64 -5.44  N153 1.010
165 C 3.12 -1.85 7.77  C166 1.544, H171 1.090, H172 1.090, H173 1.090
166 C 2.02 -1.28 8.70  C165 1.544, C167 1.582, N170 1.442, H174 1.090
167 C 0.81 -0.69 7.87  C166 1.582, O168 1.413, H175 1.090, H176 1.090
168 O 0.15 -1.67 7.11  C167 1.413, C169 1.398
169 C -0.93 -1.19 6.37  O168 1.398, H177 1.090, H178 1.090, H179 1.090
170 N 1.46 -2.31 9.53  C166 1.442, H180 1.010, H181 1.010
171 H 2.78 -2.49 6.96  C165 1.090
172 H 3.97 -2.33 8.27  C165 1.090
173 H 3.64 -1.05 7.24  C165 1.090
174 H 2.58 -0.49 9.20  C166 1.090
175 H 1.29 0.05 7.22  C167 1.090
176 H 0.15 -0.10 8.50  C167 1.090
177 H -1.52 -2.04 6.04  C169 1.090
178 H -0.69 -0.61 5.47  C169 1.090
179 H -1.61 -0.56 6.93  C169 1.090
180 H 0.92 -2.05 10.34  N170 1.010
181 H 0.97 -2.95 8.92  N170 1.010
182 C 4.10 -8.64 2.98  C183 1.561, H188 1.090, H189 1.090, H190 1.090
183 C 4.73 -7.33 2.41  C182 1.561, C184 1.551, N187 1.452, H191 1.090
184 C 3.93 -6.17 3.05  C183 1.551, O185 1.389, H192 1.090, H193 1.090
185 O 4.12 -4.99 2.35  C184 1.389, C186 1.453
186 C 3.57 -3.90 3.13  O185 1.453, H194 1.090, H195 1.090, H196 1.090
187 N 6.09 -7.16 2.88  C183 1.452, H197 1.010, H198 1.010
188 H 4.72 -9.45 2.59  C182 1.090
189 H 3.13 -8.78 2.50  C182 1.090
190 H 3.90 -8.62 4.05  C182 1.090
191 H 4.75 -7.24 1.32  C183 1.090
192 H 4.31 -6.15 4.07  C184 1.090
193 H 2.86 -6.41 3.06  C184 1.090
194 H 3.96 -3.68 4.13  C186 1.090
195 H 2.59 -4.07 3.59  C186 1.090
196 H 3.64 -3.02 2.49  C186 1.090
197 H 6.63 -6.34 2.65  N187 1.010
198 H 5.94 -6.98 3.86  N187 1.010
199 C -3.14 0.73 -4.65  C200 1.531, H205 1.090, H206 1.090, H207 1.090
200 C -3.67 1.08 -6.05  C199 1.531, C201 1.550, N204 1.394, H208 1.090
201 C -5.21 1.21 -6.08  C200 1.550, O202 1.481, H209 1.090, H210 1.090
202 O -5.82 -0.13 -6.20  C201 1.481, C203 1.435
203 C -7.20 -0.08 -5.78  O202 1.435, H211 1.090, H212 1.090, H213 1.090
204 N -3.02 2.24 -6.47  C200 1.394, H214 1.010, H215 1.010
205 H -2.07 0.62 -4.49  C199 1.090
206 H -3.57 -0.22 -4.33  C199 1.090
207 H -3.47 1.52 -3.98  C199 1.090
208 H -3.27 0.29 -6.68  C200 1.090
209 H -5.44 1.82 -6.95  C201 1.090
210 H -5.66 1.88 -5.34  C201 1.090
211 H -7.53 -1.11 -5.63  C203 1.090
212 H -7.82 0.48 -6.48  C203 1.090
213 H -7.22 0.32 -4.77  C203 1.090
214 H -2.03 2.06 -6.50  N204 1.010
215 H -3.18 2.79 -5.64  N204 1.010
216 C -2.73 -2.81 -4.71  C217 1.542, H222 1.090, H223 1.090, H224 1.090
217 C -4.03 -3.46 -5.20  C216 1.542, C218 1.580, N221 1.362, H225 1.090
218 C -4.11 -5.00 -4.83  C217 1.580, O219 1.430, H226 1.090, H227 1.090
219 O -3.07 -5.66 -5.56  C218 1.430, C220 1.357
220 C -3.12 -7.01 -5.62  O219 1.357, H228 1.090, H229 1.090, H230 1.090
221 N -4.95 -2.60 -4.69  C217 1.362, H231 1.010, H232 1.010
222 H -1.90 -3.45 -4.99  C216 1.090
223 H -2.59 -2.79 -3.63  C216 1.090
224 H -2.45 -1.83 -5.10  C216 1.090
225 H -4.04 -3.56 -6.29  C217 1.090
226 H -5.05 -5.35 -5.26  C218 1.090
227 H -4.11 -5.24 -3.77  C218 1.090
228 H -3.34 -7.36 -4.61  C220 1.090
229 H -2.15 -7.40 -5.94  C220 1.090
230 H -3.82 -7.26 -6.42  C220 1.090
231 H -5.85 -3.06 -4.76  N221 1.010
232 H -5.03 -1.82 -5.34  N221 1.010
233 C 0.53 -7.19 1.08  C234 1.516, H239 1.090, H240 1.090, H241 1.090
234 C -0.37 -7.54 -0.08  C233 1.516, C235 1.559, N238 1.449, H242 1.090
235 C 0.16 -6.82 -1.36  C234 1.559, O236 1.437, H243 1.090, H244 1.090
236 O -0.15 -5.41 -1.38  C235 1.437, C237 1.388
237 C -1.52 -5.18 -1.33  O236 1.388, H245 1.090, H246 1.090, H247 1.090
238 N -0.12 -8.96 -0.19  C234 1.449, H248 1.010, H249 1.010
239 H 1.55 -7.58 1.13  C233 1.090
240 H 0.07 -7.45 2.04  C233 1.090
241 H 0.66 -6.11 1.18  C233 1.090
242 H -1.43 -7.44 0.14  C234 1.090
243 H -0.19 -7.25 -2.29  C235 1.090
244 H 1.25 -6.83 -1.29  C235 1.090
245 H -1.93 -5.59 -0.41  C237 1.090
246 H -2.00 -5.68 -2.17  C237 1.090
247 H -1.60 -4.10 -1.46  C237 1.090
248 H -0.54 -9.38 0.62  N238 1.010
249 H -0.70 -9.30 -0.95  N238 1.010
250 C 0.80 3.06 -6.74  C251 1.567, H256 1.090, H257 1.090, H258 1.090
251 C 1.41 1.64 -6.97  C250 1.567, C252 1.510, N255 1.482, H259 1.090
252 C 2.91 1.68 -7.09  C251 1.510, O253 1.415, H260 1.090, H261 1.090
253 O 3.43 0.45 -7.53  C252 1.415, C254 1.396
254 C 4.83 0.38 -7.55  O253 1.396, H262 1.090, H263 1.090, H264 1.090
255 N 0.86 0.81 -5.87  C251 1.482, H265 1.010, H266 1.010
256 H -0.23 3.05 -7.08  C250 1.090
257 H 1.34 3.85 -7.27  C250 1.090
258 H 0.69 3.36 -5.69  C250 1.090
259 H 1.01 1.11 -7.84  C251 1.090
260 H 3.37 1.87 -6.11  C252 1.090
261 H 3.31 2.56 -7.60  C252 1.090
262 H 5.35 1.31 -7.80  C254 1.090
263 H 5.26 -0.41 -8.15  C254 1.090
264 H 5.17 0.02 -6.58  C254 1.090
265 H 1.29 1.05 -4.99  N255 1.010
266 H 1.33 -0.05 -6.15  N255 1.010
267 C 7.70 2.35 0.93  C268 1.478, H273 1.090, H274 1.090, H275 1.090
268 C 8.04 1.39 -0.13  C267 1.478, C269 1.510, N272 1.397, H276 1.090
269 C 7.44 0.02 0.08  C268 1.510, O270 1.455, H277 1.090, H278 1.090
270 O 6.00 0.10 0.23  C269 1.455, C271 1.446
271 C 5.34 -1.19 0.19  O270 1.446, H279 1.090, H280 1.090, H281 1.090
272 N 7.39 1.88 -1.27  C268 1.397, H282 1.010, H283 1.010
273 H 8.02 3.37 0.73  C267 1.090
274 H 8.20 2.04 1.85  C267 1.090
275 H 6.63 2.34 1.18  C267 1.090
276 H 9.10 1.38 -0.38  C268 1.090
277 H 8.01 -0.51 0.85  C269 1.090
278 H 7.49 -0.57 -0.84  C269 1.090
279 H 5.55 -1.57 -0.81  C271 1.090
280 H 4.27 -0.98 0.20  C271 1.090
281 H 5.70 -1.89 0.95  C271 1.090
282 H 7.40 2.89 -1.26  N272 1.010
283 H 6.45 1.61 -1.02  N272 1.010
284 C -5.36 1.82 4.06  C285 1.562, H290 1.090, H291 1.090, H292 1.090
285 C -4.15 0.84 4.13  C284 1.562, C286 1.552, N289 1.404, H293 1.090
286 C -3.99 -0.19 2.99  C285 1.552, O287 1.417, H294 1.090, H295 1.090
287 O -2.97 -1.16 3.13  C286 1.417, C288 1.371
288 C -2.48 -1.64 1.94  O287 1.371, H296 1.090, H297 1.090, H298 1.090
289 N -2.98 1.63 4.11  C285 1.404, H299 1.010, H300 1.010
290 H -5.34 2.51 4.90  C284 1.090
291 H -6.32 1.30 4.11  C284 1.090
292 H -5.46 2.46 3.18  C284 1.090
293 H -4.20 0.27 5.06  C285 1.090
294 H -3.78 0.32 2.05  C286 1.090
295 H -4.92 -0.72 2.79  C286 1.090
296 H -2.00 -0.85 1.36  C288 1.090
297 H -3.29 -2.18 1.44  C288 1.090
298 H -1.63 -2.27 2.20  C288 1.090
299 H -2.99 2.09 3.21  N289 1.010
300 H -2.18 1.03 4.03  N289 1.010